No. 1
The following is a quantum chemistry calculation of an isolated ion of composition C3H4FO3 and charge -1 at a distorted geometry, from OMol25.

Summary:
* SMILES: C[C@@](O)(F)C(=O)[O-]
* energy above the lowest of the compared OMol25 structures with the same formula, charge and spin: 9.96 kcal/mol
* HOMO level: -3.74 eV
* LUMO: 0.1554 Eh
* maximum force: 4.2 eV/Å

The geometry in ORCA input format:
```
! wB97M-V def2-TZVPD RIJCOSX def2/J DEFGRID3
* xyz -1 1
C -1.506 0.346 0.244
C 1.259 0.500 0.192
C 0.115 -0.411 -0.093
O -2.287 -0.159 -0.525
O -1.505 1.221 1.092
O 0.046 -1.071 -1.311
F 0.066 -1.500 0.894
H 1.793 0.896 -0.762
H 0.847 1.357 0.870
H 2.064 0.165 0.852
H -0.893 -1.345 -1.454
*
```


No. 2
The following is a quantum chemistry calculation of one molecule with the formula C5H7NOS at a distorted geometry, from OMol25.

Summary:
* SMILES: N#CC[C@@H](O)[C@H]1CS1
* energy above the lowest of the compared OMol25 structures with the same formula, charge and spin: 31.47 kcal/mol
* HOMO level: -9.40 eV
* LUMO: 0.0235 Eh
* maximum force: 2.6 eV/Å

The geometry in ORCA input format:
```
! wB97M-V def2-TZVPD RIJCOSX def2/J DEFGRID3
* xyz 0 1
N -2.461 1.474 -0.613
C -2.003 0.539 -0.109
O 0.590 -1.679 1.174
S 2.589 0.437 -0.365
C 1.111 1.314 -0.961
C -1.408 -0.661 0.480
C 0.864 -0.149 -0.524
C 0.074 -0.438 0.744
H 1.547 -1.662 1.156
H 0.671 2.121 -0.335
H 1.060 1.543 -2.040
H -1.557 -1.515 -0.204
H -1.910 -0.835 1.406
H 0.619 -0.837 -1.331
H 0.212 0.348 1.523
*
```


No. 3
The following is a quantum chemistry calculation of one molecule with the formula C5H6N2 at a distorted geometry, from OMol25.

Summary:
* SMILES: C=Cn1cccn1
* energy above the lowest of the compared OMol25 structures with the same formula, charge and spin: 48.37 kcal/mol
* HOMO level: -9.20 eV
* LUMO: 0.0371 Eh
* maximum force: 5.4 eV/Å

The geometry in ORCA input format:
```
! wB97M-V def2-TZVPD RIJCOSX def2/J DEFGRID3
* xyz 0 1
C 1.917 0.103 1.468
C 1.542 0.138 0.217
C -0.911 -0.491 0.356
C -1.939 -0.249 -0.529
C -1.440 0.198 -1.699
H 2.961 0.613 1.638
H 1.322 -0.065 2.271
H 2.239 0.374 -0.546
H -0.848 -0.814 1.436
H -3.002 -0.403 -0.178
H -1.995 0.537 -2.616
N 0.241 -0.131 -0.267
N -0.087 0.189 -1.550
*
```


No. 4
The following is a quantum chemistry calculation of C23H10Br2Cl2IN2O5RuS4 as an isolated structure at a distorted geometry, from OMol25.

Summary:
* expectation value of S²: 1.029
* energy above the lowest of the compared OMol25 structures with the same formula, charge and spin: 54.01 kcal/mol
* HOMO level (alpha / beta): -1.64 / -1.74 eV
* LUMO (alpha / beta): 0.1355 / 0.1355 Eh
* maximum force: 4.3 eV/Å

The geometry in ORCA input format:
```
! wB97M-V def2-TZVPD RIJCOSX def2/J DEFGRID3
* xyz -2 2
Ru -0.166 -0.471 -0.187
Br -5.485 -0.460 -0.366
C -4.378 0.597 0.757
C -4.964 1.440 1.693
C -4.183 2.213 2.514
Br -5.049 3.344 3.792
C -2.776 2.193 2.413
C -1.892 2.955 3.207
C -0.544 2.855 3.011
C -0.055 1.994 2.015
N -0.856 1.282 1.260
C -2.192 1.342 1.440
C -2.985 0.478 0.581
O -2.454 -0.292 -0.265
H -6.041 1.479 1.772
H -2.296 3.610 3.968
H 0.153 3.421 3.616
H 1.005 1.874 1.842
O -3.795 -0.166 -6.150
C -3.146 -0.206 -5.127
S -2.605 -1.693 -4.354
C -1.640 -0.961 -3.070
C -1.606 0.382 -3.042
S -0.716 1.388 -1.950
S -2.534 1.217 -4.288
S -0.838 -2.062 -2.000
Cl 7.003 -0.491 -1.492
C 5.424 -0.365 -0.737
C 5.345 -0.241 0.624
C 4.103 -0.128 1.246
I 3.981 0.110 3.324
C 2.881 -0.135 0.550
O 1.749 0.003 1.091
C 3.001 -0.290 -0.887
N 1.834 -0.311 -1.563
C 1.845 -0.412 -2.869
C 3.041 -0.503 -3.600
C 4.238 -0.498 -2.940
C 4.256 -0.388 -1.534
H 6.253 -0.229 1.212
H 0.886 -0.429 -3.367
H 2.997 -0.582 -4.678
H 5.174 -0.576 -3.477
Cl 0.286 -5.168 2.293
C -0.346 -3.568 2.769
C -0.275 -2.497 1.674
O 0.518 -2.620 0.722
O -1.025 -1.518 1.862
H 0.246 -3.223 3.614
H -1.378 -3.692 3.079
*
```


No. 5
The following is a quantum chemistry calculation of C30H41F15GeN8O4RbTe as an isolated structure at a distorted geometry, from OMol25.

Summary:
* expectation value of S²: 0.801
* energy above the lowest of the compared OMol25 structures with the same formula, charge and spin: 53.09 kcal/mol
* HOMO level (alpha / beta): -1.71 / -1.71 eV
* LUMO (alpha / beta): 0.1165 / 0.0601 Eh
* maximum force: 5.3 eV/Å

The geometry in ORCA input format:
```
! wB97M-V def2-TZVPD RIJCOSX def2/J DEFGRID3
* xyz -2 2
Rb 1.562 0.106 -0.764
C -0.519 2.905 2.123
N -1.391 2.830 0.965
C -2.762 3.097 1.346
C -3.473 1.971 2.109
N -3.557 0.743 1.373
C -4.519 0.537 0.514
C -4.573 -0.748 -0.134
F -3.582 -1.587 0.058
C -5.618 -1.156 -0.915
F -5.642 -2.389 -1.415
C -6.681 -0.305 -1.191
F -7.693 -0.711 -1.932
C -6.653 0.975 -0.660
F -7.658 1.811 -0.927
C -5.623 1.384 0.147
F -5.690 2.637 0.591
C -0.964 3.765 -0.068
C -1.434 3.461 -1.502
N -0.327 2.862 -2.206
C -0.043 3.126 -3.456
C -0.642 4.031 -4.396
F -1.638 4.885 -4.009
C -0.265 4.105 -5.720
F -0.894 4.977 -6.536
C 0.730 3.300 -6.240
F 1.056 3.359 -7.560
C 1.387 2.433 -5.371
F 2.345 1.634 -5.859
C 1.036 2.386 -4.049
F 1.727 1.575 -3.218
H -0.550 3.905 2.596
H -0.814 2.167 2.865
H 0.506 2.686 1.828
H -2.799 3.996 1.991
H -3.344 3.319 0.451
H -2.933 1.756 3.033
H -4.459 2.355 2.388
H -1.280 4.787 0.224
H 0.124 3.745 -0.114
H -2.285 2.758 -1.479
H -1.788 4.394 -1.951
C 4.453 -0.335 1.883
C 3.471 0.121 2.964
C 4.051 -0.208 4.351
C 3.268 1.637 2.853
O 2.214 -0.492 2.803
Ge 2.016 -2.374 2.697
O 2.325 -2.553 0.839
C 2.134 -3.734 0.106
C 2.826 -4.927 0.790
C 0.642 -4.048 -0.066
C 2.775 -3.526 -1.271
O 0.155 -2.422 2.548
C -0.819 -2.321 3.543
C -0.807 -0.925 4.174
C -2.172 -2.568 2.869
C -0.589 -3.374 4.640
H 5.378 0.241 1.903
H 3.979 -0.201 0.914
H 4.677 -1.397 2.008
H 4.996 0.318 4.511
H 4.227 -1.283 4.417
H 3.344 0.074 5.134
H 4.219 2.160 2.974
H 2.567 1.976 3.620
H 2.857 1.880 1.871
H 2.378 -5.100 1.770
H 3.885 -4.704 0.929
H 2.725 -5.833 0.186
H 0.196 -4.254 0.908
H 0.501 -4.911 -0.725
H 0.135 -3.178 -0.486
H 3.808 -3.201 -1.148
H 2.238 -2.758 -1.827
H 2.756 -4.456 -1.846
H -1.010 -0.194 3.393
H 0.186 -0.718 4.576
H -1.553 -0.836 4.970
H -2.315 -1.831 2.078
H -2.990 -2.495 3.594
H -2.181 -3.562 2.417
H 0.355 -3.167 5.146
H -0.524 -4.367 4.190
H -1.401 -3.361 5.373
F 3.950 2.650 -3.592
Te 4.355 1.508 -2.129
F 5.157 3.167 -1.585
F 6.011 1.306 -3.062
F 3.023 2.208 -0.891
F 5.411 0.974 -0.620
O 3.675 -0.075 -2.420
N -1.273 -3.763 -4.227
N -0.986 -2.438 -3.972
N -1.609 -1.440 -4.556
C -0.966 -0.394 -4.033
N -0.009 -0.778 -3.181
N -0.034 -2.082 -3.158
H -2.264 -3.842 -4.399
H -1.001 -4.295 -3.409
H -1.191 0.632 -4.272
*
```


No. 6
The following is a quantum chemistry calculation of an isolated ion of composition C3H4N5O4 and charge +1 at a distorted geometry, from OMol25.

Summary:
* SMILES: NC1=C([N+](=O)[O-])[NH+]=N[C@@H]1[N+](=O)[O-]
* energy above the lowest of the compared OMol25 structures with the same formula, charge and spin: 16.39 kcal/mol
* HOMO level (alpha / beta): -14.87 / -14.87 eV
* LUMO (alpha / beta): -0.2611 / -0.2610 Eh
* maximum force: 5.2 eV/Å

The geometry in ORCA input format:
```
! wB97M-V def2-TZVPD RIJCOSX def2/J DEFGRID3
* xyz 1 1
C -0.706 1.107 -0.322
C 0.371 -0.944 -0.626
C -0.276 -0.184 0.388
N -0.314 0.953 -1.624
N 0.332 -0.164 -1.718
N -0.699 -0.436 1.663
N 0.944 -2.270 -0.520
N 0.089 2.337 0.506
O 0.814 -2.823 0.542
O 1.417 -2.725 -1.518
O -0.006 2.191 1.697
O 0.670 3.101 -0.157
H -1.667 1.339 -0.240
H 0.707 -0.348 -2.599
H -0.497 -1.297 2.198
H -1.177 0.163 2.329
*
```


No. 7
The following is a quantum chemistry calculation of a 2-piece molecular cluster, C4H12O overall at a distorted geometry, from OMol25.

Summary:
* SMILES: CC(C)C.O
* energy above the lowest of the compared OMol25 structures with the same formula, charge and spin: 3.16 kcal/mol
* HOMO level: -11.28 eV
* LUMO: 0.0259 Eh
* maximum force: 1.6 eV/Å

The geometry in ORCA input format:
```
! wB97M-V def2-TZVPD RIJCOSX def2/J DEFGRID3
* xyz 0 1
C 0.253 -0.560 0.208
C -0.678 1.767 -0.042
C -0.948 0.488 2.109
C -0.004 0.804 0.909
H 0.940 -0.566 -0.655
H -0.730 -0.935 -0.123
H 0.649 -1.244 0.977
H -0.007 1.793 -0.918
H -0.783 2.793 0.350
H -1.670 1.413 -0.369
H -1.333 1.476 2.414
H -0.446 0.024 2.975
H -1.801 -0.146 1.815
H 0.970 1.211 1.249
O 2.062 -3.012 -3.886
H 1.275 -3.235 -3.339
H 2.253 -2.070 -3.674
*
```


No. 8
The following is a quantum chemistry calculation of an isolated ion of composition C7H10N4S and charge +2 at a distorted geometry, from OMol25.

Summary:
* energy above the lowest of the compared OMol25 structures with the same formula, charge and spin: 12.14 kcal/mol
* HOMO level: -16.98 eV
* LUMO: -0.3613 Eh
* maximum force: 5.9 eV/Å

The geometry in ORCA input format:
```
! wB97M-V def2-TZVPD RIJCOSX def2/J DEFGRID3
* xyz 2 1
C 0.485 1.842 -0.366
C -1.025 -0.837 -2.036
C 1.127 -0.141 -1.917
C 2.765 1.399 -0.963
C -0.056 0.394 -0.323
C 0.072 0.486 2.185
C 0.395 -0.230 0.958
N 1.758 1.960 -0.335
N 0.175 -0.788 -2.611
N -1.179 -0.128 -0.944
N 2.273 0.393 -2.071
S 4.293 1.788 -0.962
H -0.162 2.684 0.010
H -1.749 -1.450 -2.422
H -0.990 0.538 2.192
H 0.394 1.521 2.244
H 0.607 0.079 3.001
H -0.108 -1.285 1.119
H 1.465 -0.564 0.880
H 0.250 -1.259 -3.446
H -2.027 -0.217 -0.402
H 3.012 0.208 -2.763
*
```


No. 9
The following is a quantum chemistry calculation of one molecule with the formula C5H8O2 at a distorted geometry, from OMol25.

Summary:
* SMILES: O[C@]12CO[C@H](C1)C2
* energy above the lowest of the compared OMol25 structures with the same formula, charge and spin: 58.21 kcal/mol
* HOMO level: -9.56 eV
* LUMO: 0.0269 Eh
* maximum force: 3.9 eV/Å

The geometry in ORCA input format:
```
! wB97M-V def2-TZVPD RIJCOSX def2/J DEFGRID3
* xyz 0 1
C -0.721 0.055 -0.074
C 0.059 1.445 -0.090
C 1.290 -0.400 0.075
C 0.031 -0.560 1.025
C 0.328 -0.773 -1.024
H -2.524 -0.499 0.092
H -0.356 1.891 0.878
H -0.315 2.057 -0.904
H 2.225 -0.844 0.248
H 0.128 0.068 1.967
H -0.193 -1.604 1.253
H 0.625 -0.372 -2.014
H 0.081 -1.816 -1.160
O -2.096 0.320 -0.181
O 1.438 1.031 -0.090
*
```


No. 10
The following is a quantum chemistry calculation of one molecule with the formula CH3BrN2 at a distorted geometry, from OMol25.

Summary:
* SMILES: C/N=N/Br
* energy above the lowest of the compared OMol25 structures with the same formula, charge and spin: 12.28 kcal/mol
* HOMO level: -9.57 eV
* LUMO: -0.0207 Eh
* maximum force: 4.1 eV/Å

The geometry in ORCA input format:
```
! wB97M-V def2-TZVPD RIJCOSX def2/J DEFGRID3
* xyz 0 1
C 0.962 -0.005 -0.071
N -0.377 0.432 0.014
N -1.180 -0.376 0.417
Br -3.155 0.161 -0.009
H 0.963 -0.784 -0.891
H 1.177 -0.390 0.883
H 1.611 0.962 -0.344
*
```


No. 11
The following is a quantum chemistry calculation of one molecule with the formula C5H8N2O at a distorted geometry, from OMol25.

Summary:
* SMILES: [H]/N=C1/NO[C@H]2C[C@]12C
* energy above the lowest of the compared OMol25 structures with the same formula, charge and spin: 185.99 kcal/mol
* HOMO level: -8.50 eV
* LUMO: 0.0282 Eh
* maximum force: 5.8 eV/Å

The geometry in ORCA input format:
```
! wB97M-V def2-TZVPD RIJCOSX def2/J DEFGRID3
* xyz 0 1
C -1.050 0.592 1.228
C -0.568 0.126 -0.145
C -1.036 -1.202 -0.507
C 0.459 -1.192 -0.059
C 0.657 0.817 -0.589
H -0.164 1.139 1.844
H -0.986 -0.464 1.908
H -2.081 0.906 1.165
H -1.054 -1.568 -1.555
H -1.924 -1.478 -0.082
H 1.235 -1.512 -0.890
H 2.629 0.857 0.039
H -0.058 1.459 -2.085
N 1.659 0.624 0.345
N 0.927 1.493 -1.590
O 1.356 -0.598 0.973
*
```


No. 12
The following is a quantum chemistry calculation of FeH16O8 as an isolated structure at a distorted geometry, from OMol25.

Summary:
* expectation value of S²: 8.754
* energy above the lowest of the compared OMol25 structures with the same formula, charge and spin: 12.65 kcal/mol
* HOMO level (alpha / beta): -22.86 / -22.83 eV
* LUMO (alpha / beta): -0.3923 / -0.5633 Eh
* maximum force: 2.1 eV/Å

The geometry in ORCA input format:
```
! wB97M-V def2-TZVPD RIJCOSX def2/J DEFGRID3
* xyz 3 6
Fe -0.298 0.178 -0.176
O 2.359 -1.074 -0.780
H 2.695 -1.909 -1.199
H 3.055 -0.984 -0.075
O -1.049 2.028 -0.032
H -1.910 2.293 0.307
H -0.569 2.829 -0.246
O 1.215 0.948 1.061
H 1.979 1.421 0.691
H 1.507 0.537 1.866
O 0.113 -1.543 0.836
H 0.655 -2.226 0.465
H -0.168 -1.931 1.650
O 0.908 1.214 -1.551
H 0.682 1.907 -2.152
H 1.838 1.381 -1.553
O -2.394 -0.403 -0.148
H -3.083 -0.485 -0.813
H -2.680 -1.116 0.479
O -1.186 0.342 2.177
H -1.201 -0.257 2.907
H -1.274 1.260 2.497
O -0.289 -1.224 -1.822
H -0.118 -1.171 -2.767
H -0.780 -2.027 -1.614
*
```